The following is a quantum chemistry calculation of a cluster of 4 separate species, C2H12N2O3 in total at a distorted geometry, from the Open Molecules 2025 dataset.

Atoms and positions in Å:
C1 0.72332 -1.56199 1.19546
N1 0.17708 -1.15549 2.45798
C2 -0.89351 -0.50202 2.57546
N2 -1.95411 -0.42189 1.67391
H1 1.75723 -1.85673 1.37593
H2 0.34529 -2.48363 0.72433
H3 0.67788 -0.78768 0.42395
H4 -1.01903 0.19665 3.40895
H5 -1.66769 -0.54421 0.70015
H6 -2.48812 0.41732 1.83602
O1 2.97669 0.67391 -2.78434
H7 3.12843 -0.27566 -2.75301
H8 3.76607 1.04299 -3.19282
O2 -2.15822 -0.69195 -1.45710
H9 -3.06432 -0.77088 -1.79016
H10 -1.67364 -0.55012 -2.27868
O3 0.80683 2.99656 -1.46818
H11 0.24114 3.30708 -2.18327
H12 1.30147 2.23903 -1.80694

HOMO energy = -8.490 eV
Structure (SMILES) = C/N=C\N.O.O.O
ΔE to the lowest compared entry with this formula, charge and spin = 26.74 kcal/mol
Maximum force = 1.35 eV/A
Orbital gap = 8.76 eV
Multiplicity = 1



The following is a quantum chemistry calculation of a structure of composition C21H33BN9O4SeSiSn, from the Open Molecules 2025 dataset.

Atoms and positions in Å:
Sn1 0.15923 0.16651 -0.57252
C1 -2.21649 -3.39362 -2.03640
C2 -2.07846 -2.11951 -1.48582
N1 -0.79334 -1.85536 -1.25534
N2 -0.08525 -2.94236 -1.63795
C3 -0.92477 -3.87614 -2.11406
B1 1.45879 -2.98507 -1.55820
N3 1.86971 -2.58333 -0.09632
C4 2.78525 -3.18566 0.67661
C5 2.89348 -2.48847 1.86809
C6 2.00195 -1.42216 1.72712
N4 1.38497 -1.49392 0.54362
N5 2.06348 -1.97834 -2.51663
C7 2.88158 -2.12471 -3.57505
C8 3.13689 -0.87407 -4.09377
C9 2.42030 0.00416 -3.27030
N6 1.78109 -0.67293 -2.32368
H1 -3.12398 -3.88719 -2.33486
H2 -2.83255 -1.39528 -1.22391
H3 -0.54076 -4.81299 -2.48335
H4 1.84336 -4.10012 -1.77565
H5 3.30356 -4.06255 0.32291
H6 3.55206 -2.69455 2.69339
H7 1.78485 -0.60103 2.38960
H8 3.21701 -3.10145 -3.88243
H9 3.75111 -0.62850 -4.94151
H10 2.34943 1.08026 -3.31198
O1 0.13733 2.82848 2.58073
C10 1.08954 2.57794 1.69661
O2 1.50902 1.46635 1.45367
C11 1.56574 3.80148 0.96994
C12 1.35647 5.08169 1.46655
C13 1.79411 6.15092 0.70537
C14 2.40312 5.89850 -0.51371
C15 2.54906 4.57710 -0.92343
N7 2.14212 3.54559 -0.19604
C16 3.13742 4.21400 -2.26796
O3 4.13140 5.00475 -2.71373
O4 2.74245 3.29693 -2.92229
H11 -0.34907 1.98937 2.73740
H12 0.85900 5.22498 2.41493
H13 1.65133 7.16679 1.04750
H14 2.72275 6.71649 -1.14674
H15 4.42348 5.61964 -2.02969
C17 -4.31857 2.34687 1.86903
Si1 -3.03292 1.84862 0.61265
C18 -3.84949 1.14734 -0.92000
C19 -2.02815 3.35328 0.13006
Se1 -1.73977 0.21790 1.55117
H16 -4.97651 3.11854 1.46135
H17 -3.84204 2.74604 2.76620
H18 -4.93408 1.49648 2.16612
H19 -4.54291 1.87614 -1.34827
H20 -4.41693 0.24413 -0.68607
H21 -3.11360 0.90467 -1.69112
H22 -2.67899 4.04178 -0.41685
H23 -1.17604 3.12288 -0.51436
H24 -1.65694 3.87297 1.01497
N8 0.11275 -4.24716 2.04265
C20 -1.30570 -4.04648 1.58047
C21 -2.07226 -3.24352 2.61565
N9 -3.39720 -2.97161 2.09606
H25 0.64771 -4.81274 1.38368
H26 0.14167 -4.70695 2.95369
H27 0.62382 -3.35746 2.14209
H28 -1.73487 -5.03209 1.40748
H29 -1.26132 -3.50001 0.64366
H30 -1.55502 -2.29202 2.75002
H31 -2.07186 -3.75751 3.58633
H32 -4.11424 -3.51923 2.54841
H33 -3.61434 -1.98347 2.16418

HOMO energy = -9.825 eV
Charge = +1
ΔE to the lowest compared entry with this formula, charge and spin = 12.63 kcal/mol
Maximum force = 0.20 eV/A
Orbital gap = 7.22 eV
Multiplicity = 1



The following is a quantum chemistry calculation of an isolated molecule of C2H7PS at a distorted geometry, from the Open Molecules 2025 dataset.

Atoms and positions in Å:
C1 -1.04498 0.36886 -0.15495
C2 -0.50750 -0.94520 0.43509
P1 1.97618 0.63020 0.08005
S1 1.15264 -1.26527 -0.09889
H1 -0.45488 1.24877 0.14365
H2 -0.82513 0.20713 -1.26204
H3 -2.03005 0.54228 0.03332
H4 -1.14310 -1.74858 0.14194
H5 -0.41959 -0.80452 1.58843
H6 3.34101 0.22060 -0.09508
H7 1.64636 0.85661 -1.28763

HOMO energy (spin up / spin down) = -4.175 / -9.556 eV
ΔE to the lowest compared entry with this formula, charge and spin = 9.43 kcal/mol
Maximum force = 4.64 eV/A
Orbital gap (spin up / spin down) = 5.09 / 6.89 eV
Multiplicity = 3



The following is a quantum chemistry calculation of an isolated molecule of C4H5ClS2 at a distorted geometry, from the Open Molecules 2025 dataset.

Atoms and positions in Å:
S1 -2.27343 0.76297 0.95648
C1 -0.76175 0.36814 0.58074
C2 0.16232 0.67381 -0.56515
S2 -0.55974 0.90049 -2.21769
C3 0.88086 -0.66088 -0.28099
C4 0.23323 -0.63657 1.12105
Cl1 -0.38386 -2.14014 1.83227
H1 0.85028 1.50028 -0.30867
H2 -1.54187 1.67081 -1.73434
H3 2.01084 -0.73273 -0.29985
H4 0.42954 -1.51021 -0.89084
H5 0.95359 -0.19598 1.80699

HOMO energy = -9.183 eV
Structure (SMILES) = S=C1[C@H](S)C[C@@H]1Cl
ΔE to the lowest compared entry with this formula, charge and spin = 18.32 kcal/mol
Maximum force = 1.95 eV/A
Orbital gap = 8.43 eV
Multiplicity = 1



The following is a quantum chemistry calculation of an isolated molecule of C3H7N3O, from the Open Molecules 2025 dataset.

Atoms and positions in Å:
C1 1.62066 -0.59558 -0.00249
N1 0.38360 0.07708 0.40350
C2 0.09745 1.44588 -0.21993
O1 0.87932 2.36116 -0.23982
N2 -1.10693 1.11285 -0.62848
C3 -1.05634 -0.47315 -0.05642
N3 -1.79078 -0.83750 0.94226
H1 1.60606 -0.73482 -1.08466
H2 1.68164 -1.57006 0.48503
H3 2.47767 0.02475 0.27279
H4 0.29545 0.11396 1.42336
H5 -1.79467 1.74924 -1.00782
H6 -0.91135 -1.05176 -0.97909
H7 -2.38176 -1.62204 0.69176

HOMO energy = -8.372 eV
ΔE to the lowest compared entry with this formula, charge and spin = 62.39 kcal/mol
Maximum force = 0.45 eV/A
Orbital gap = 9.14 eV
Multiplicity = 1



The following is a quantum chemistry calculation of a structure of composition C16H18Cl5N2Ru, from the Open Molecules 2025 dataset.

Atoms and positions in Å:
Ru1 0.20994 -0.03567 0.45463
C1 0.08940 -2.41741 -0.10356
C2 1.39077 -2.05693 -0.45373
C3 1.62061 -0.99457 -1.35803
C4 0.54219 -0.33260 -1.95388
C5 -0.76905 -0.62005 -1.53316
C6 -0.99336 -1.65553 -0.59323
H1 -0.08876 -3.23517 0.58326
H2 2.23488 -2.60221 -0.04889
H3 2.63354 -0.72545 -1.62802
H4 0.71381 0.45976 -2.67121
H5 -1.60848 -0.08037 -1.95065
H6 -2.00430 -1.88572 -0.28542
Cl1 -2.50258 -0.59415 2.40644
C7 -2.34866 0.97388 1.72179
C8 -1.17968 1.24184 0.97675
C9 -0.96714 2.56185 0.51813
Cl2 0.56206 2.78312 -0.25794
C10 -1.88255 3.56185 0.66775
Cl3 -1.60052 5.11693 0.06648
C11 -3.10289 3.24170 1.35492
Cl4 -4.27306 4.40454 1.52957
C12 -3.31933 1.93332 1.90632
Cl5 -4.73615 1.58712 2.75475
C13 1.71576 3.20499 3.89966
C14 1.61446 1.71600 4.24383
C15 2.70734 1.30877 5.26417
C16 0.22509 1.31096 4.70805
N1 1.97892 0.98579 3.01282
N2 1.45235 -0.19978 2.62548
H7 1.60407 3.78998 4.81132
H8 0.93150 3.49868 3.20055
H9 2.69121 3.45467 3.47597
H10 2.48850 1.85252 6.18503
H11 3.70655 1.60001 4.93877
H12 2.68118 0.24016 5.47883
H13 -0.04067 1.92821 5.56513
H14 0.17912 0.27765 5.06626
H15 -0.52708 1.48355 3.93331
H16 2.88099 1.21781 2.59533
H17 0.74387 -0.49968 3.29790
H18 2.16033 -0.91186 2.44424

HOMO energy (spin up / spin down) = -18.552 / -18.492 eV
Charge = +3
ΔE to the lowest compared entry with this formula, charge and spin = 0.00 kcal/mol
Maximum force = 0.77 eV/A
Orbital gap (spin up / spin down) = 8.05 / 5.54 eV
Multiplicity = 5



Q: What is the formula in the first record?
A: C2H12N2O3



Q: Which of these has the highest ΔE to the lowest compared entry with this formula, charge and spin?
A: C3H7N3O



Q: ΔE to the lowest compared entry with this formula, charge and spin of number 6 (C16H18Cl5N2Ru)?
A: 0.00 kcal/mol